[1]
{"formula": "C8H17FN2", "method": "wB97M-V/def2-TZVPD", "homo_ha": -0.2592, "de_lowest_kj_mol": 410.3, "multiplicity": 1, "lumo_ha": 0.0261, "gap_ha": 0.2853, "charge": 0, "elements": ["C", "C", "C", "C", "C", "C", "C", "C", "N", "N", "F", "H", "H", "H", "H", "H", "H", "H", "H", "H", "H", "H", "H", "H", "H", "H", "H", "H"], "positions_angstrom": [[-0.3771, -0.1933, 0.3122], [-1.0474, -1.5635, -1.8450], [1.2984, -1.1115, 1.9304], [0.1927, 2.4991, 1.5517], [0.7492, -0.3299, -2.7407], [0.1748, -1.4629, 0.8358], [-1.3707, 0.4657, 1.1711], [-1.2019, 2.0267, 1.3618], [-0.3278, -1.9648, -4.1404], [-0.3359, -1.3136, -2.8556], [-1.9442, -2.5968, -2.0303], [2.2437, -0.7027, 1.6180], [0.8206, -0.4758, 2.6023], [1.5433, -2.0866, 2.3850], [0.2450, 3.5502, 1.5084], [0.5699, 1.9820, 2.4368], [0.7001, 1.9803, 0.7780], [0.6698, 0.3513, -3.5378], [0.4590, 0.2872, -1.8979], [1.6092, -0.7935, -2.4643], [-0.6248, -2.0404, 1.4338], [0.6156, -2.0413, 0.0879], [-1.4611, -0.1032, 2.1807], [-2.3005, 0.4524, 0.5800], [-1.8589, 2.4946, 2.1906], [-1.6859, 2.3239, 0.4468], [-0.1885, -1.3843, -4.9106], [-1.1006, -2.5435, -4.2849]], "mulliken_charge": [0.097, 0.039, -1.171, -1.147, -0.862, -0.491, -0.656, -0.376, -0.722, 0.452, -0.321, 0.337, 0.307, 0.361, 0.409, 0.230, 0.270, 0.407, 0.248, 0.318, 0.266, 0.436, 0.363, 0.160, 0.290, 0.290, 0.229, 0.235]}



[2]
{"formula": "C3H6N2O3", "method": "wB97M-V/def2-TZVPD", "homo_ha": -0.3132, "smiles": "O/N=C1/NOCCO1", "de_lowest_kj_mol": 894.3, "multiplicity": 1, "lumo_ha": 0.0274, "gap_ha": 0.3406, "charge": 0, "elements": ["O", "N", "C", "N", "O", "C", "C", "O", "H", "H", "H", "H", "H", "H"], "positions_angstrom": [[-3.0281, 0.2326, 0.1149], [-2.3565, -0.7979, 0.1014], [-1.0644, -0.6241, 0.0383], [0.0370, -1.5562, -0.2946], [0.9408, -0.9908, 0.8143], [1.5882, -0.0533, -0.1396], [0.7726, 1.1661, 0.0002], [-0.7673, 0.8225, 0.2424], [-2.5420, 1.1815, 0.0692], [-0.2838, -2.5698, -0.1055], [1.7161, -0.4280, -1.2218], [2.6536, 0.1987, 0.1094], [1.0655, 1.9234, -0.9054], [1.2683, 1.4954, 1.1768]], "mulliken_charge": [-0.348, -0.310, 0.556, -0.306, -0.333, -0.411, -0.243, -0.479, 0.403, 0.328, 0.285, 0.366, 0.255, 0.238]}



[3]
{"formula": "CH5OPS2", "method": "wB97M-V/def2-TZVPD", "homo_ha": -0.3087, "smiles": "POCSS", "de_lowest_kj_mol": 317.2, "multiplicity": 1, "lumo_ha": 0.0198, "gap_ha": 0.3284, "charge": 0, "elements": ["P", "O", "C", "S", "S", "H", "H", "H", "H", "H"], "positions_angstrom": [[-0.7632, -0.9048, 1.3535], [-0.5810, 0.7678, 1.0239], [0.3289, 1.1411, 0.2002], [0.1650, 0.3559, -1.7575], [0.8292, -1.5233, -1.4049], [-1.6120, -0.9445, 0.3245], [-1.7536, -0.5002, 2.2591], [1.2815, 0.8608, 0.3297], [0.3013, 2.2895, -0.0148], [1.8040, -1.5424, -2.3137]], "mulliken_charge": [0.055, -0.275, -0.486, -0.121, -0.217, 0.086, 0.045, 0.474, 0.285, 0.156]}



[4]
{"formula": "C19H42FN5O16P3S3", "method": "wB97M-V/def2-TZVPD", "homo_ha": -0.4246, "multiplicity": 1, "lumo_ha": -0.1482, "gap_ha": 0.2764, "charge": 1, "elements": ["C", "C", "S", "C", "C", "N", "C", "S", "N", "C", "N", "S", "C", "O", "O", "N", "C", "C", "O", "N", "C", "O", "F", "H", "H", "H", "H", "H", "H", "H", "H", "H", "H", "H", "H", "H", "H", "H", "C", "O", "P", "O", "O", "C", "O", "C", "H", "H", "H", "H", "H", "H", "H", "H", "H", "C", "O", "P", "O", "O", "C", "O", "C", "H", "H", "H", "H", "H", "H", "H", "H", "H", "C", "O", "P", "O", "O", "C", "O", "C", "H", "H", "H", "H", "H", "H", "H", "H", "H"], "positions_angstrom": [[1.3206, 5.8810, -0.9102], [-0.0493, 5.0577, -1.2031], [-0.5041, 4.0613, 0.2953], [-0.8359, 2.2890, -0.1434], [0.5027, 1.3952, -0.0236], [0.6547, 0.4401, 1.1140], [0.9830, 1.0300, 2.2218], [1.1277, 1.7488, 3.7166], [1.6799, 2.3071, -0.3378], [2.7464, 1.4317, -0.9100], [3.9803, 1.7883, -1.3131], [4.5166, 3.4387, -1.2113], [4.9351, 0.7799, -1.8429], [5.3272, 1.0676, -3.2250], [6.5624, 0.4832, -3.3426], [2.1799, 0.0542, -0.9715], [0.7311, 0.4031, -1.3016], [-0.2110, -0.8766, -1.4704], [-0.4449, -1.7533, -0.6127], [-0.8435, -1.0634, -2.8343], [-1.6881, 0.1484, -3.0198], [-1.2699, 1.1128, -3.7182], [-2.9556, 0.2105, -2.3598], [1.5399, 6.5304, -1.8252], [1.2830, 6.4986, 0.0491], [2.1481, 5.1006, -0.7874], [0.0513, 4.4471, -2.1736], [-0.8679, 5.8602, -1.3737], [-1.1382, 2.2734, -1.2617], [-1.7055, 1.8377, 0.4672], [2.0920, 2.8093, 0.4651], [3.7404, 4.0844, -2.1924], [5.8562, 0.7420, -1.1579], [4.5123, -0.2973, -1.8700], [6.5135, -0.4393, -2.9739], [2.4174, -0.4851, -1.8211], [0.8355, 1.0094, -2.2697], [-0.0419, -0.9415, -3.5016], [-1.4837, -7.5923, 1.2568], [-1.8192, -6.5181, 2.1276], [-3.1160, -5.6460, 1.7505], [-3.8159, -6.0655, 0.5163], [-2.5561, -4.1444, 1.7287], [-1.6788, -3.7996, 0.6667], [-4.0017, -5.6936, 3.0787], [-3.4627, -5.1482, 4.2738], [-1.1094, -7.1980, 0.3096], [-0.7003, -8.1890, 1.7263], [-2.3502, -8.2315, 1.0785], [-2.0582, -4.1688, -0.2892], [-0.6867, -4.2171, 0.8575], [-1.6034, -2.7187, 0.6188], [-3.4166, -4.0596, 4.2009], [-2.4665, -5.5493, 4.4729], [-4.1193, -5.4129, 5.1035], [2.0443, -2.5593, -7.5072], [2.4605, -1.2020, -7.3852], [1.8982, -0.3711, -6.1329], [0.9893, -1.1246, -5.2332], [1.2492, 0.9250, -6.8108], [0.0596, 0.7325, -7.5640], [3.2147, 0.1957, -5.4302], [4.0689, 1.0771, -6.1552], [0.9888, -2.5994, -7.7838], [2.6340, -3.0346, -8.2918], [2.2061, -3.0998, -6.5728], [-0.6419, 0.0878, -7.0296], [0.3037, 0.2907, -8.5328], [-0.4094, 1.7031, -7.7257], [3.5837, 2.0469, -6.2822], [4.3322, 0.6647, -7.1313], [4.9826, 1.2199, -5.5787], [-3.6551, 0.8910, 5.5462], [-3.6877, 1.3080, 6.9056], [-2.5757, 2.3697, 7.3748], [-1.6262, 2.7907, 6.3193], [-1.9004, 1.6588, 8.6422], [-1.0967, 0.5179, 8.3885], [-3.4314, 3.5509, 8.0219], [-4.2400, 3.2623, 9.1548], [-2.7831, 0.2560, 5.3743], [-4.5583, 0.3161, 5.3369], [-3.6269, 1.7531, 4.8771], [-0.4278, 0.6909, 7.5420], [-1.7347, -0.3456, 8.1854], [-0.4955, 0.3131, 9.2746], [-3.6100, 3.0804, 10.0277], [-4.8777, 2.3951, 8.9701], [-4.8738, 4.1262, 9.3583]], "mulliken_charge": [-0.737, -0.338, -0.123, -0.524, 0.819, -0.561, 0.436, -0.114, -0.124, 0.313, -0.001, -0.119, -0.517, -0.065, -0.378, -0.484, -0.352, -0.230, -0.487, -0.133, 0.718, -0.418, -0.263, 0.326, 0.322, -0.024, 0.212, 0.391, 0.128, 0.379, 0.435, 0.233, 0.378, 0.366, 0.362, 0.437, 0.518, 0.250, -0.643, -0.296, 1.027, -0.714, -0.193, -0.738, -0.361, -0.589, 0.284, 0.241, 0.310, 0.368, 0.290, 0.300, 0.238, 0.280, 0.259, -0.667, -0.382, 0.968, -0.779, -0.321, -0.704, -0.098, -0.640, 0.299, 0.259, 0.303, 0.320, 0.287, 0.253, 0.293, 0.341, 0.167, -0.605, -0.292, 1.007, -0.650, -0.291, -0.586, -0.353, -0.606, 0.262, 0.256, 0.302, 0.244, 0.267, 0.255, 0.262, 0.289, 0.245]}



[5]
{"formula": "C5H11N3", "method": "wB97M-V/def2-TZVPD", "homo_ha": -0.2880, "de_lowest_kj_mol": 373.8, "multiplicity": 1, "lumo_ha": 0.0389, "gap_ha": 0.3269, "charge": 0, "elements": ["C", "N", "C", "N", "H", "H", "H", "H", "H", "H", "C", "C", "C", "N", "H", "H", "H", "H", "H"], "positions_angstrom": [[1.7081, -1.3381, 1.2786], [0.6633, -0.4209, 0.9195], [0.7450, -1.1615, -1.3268], [0.2665, -0.4637, -0.3313], [0.4969, 1.4299, 0.9327], [1.4245, -2.3818, 1.0902], [1.8830, -1.2238, 2.3460], [2.6386, -1.1434, 0.7267], [1.5033, -1.9023, -1.1699], [0.4078, -0.9509, -2.3229], [-1.9270, 0.4169, 0.1651], [-0.6587, 0.6576, -0.6146], [0.0077, 1.9310, -0.0909], [-3.0340, 0.4654, -0.4265], [-3.8390, 0.2728, 0.1662], [-1.7653, 0.2326, 1.2328], [-0.8839, 0.6854, -1.6816], [0.9698, 2.0976, -0.5716], [-0.6066, 2.7973, -0.3217]], "mulliken_charge": [-0.999, -0.842, -0.355, 0.666, 0.385, 0.304, 0.295, 0.355, 0.304, 0.209, -0.170, 0.158, -1.302, -0.576, 0.267, 0.408, 0.153, 0.344, 0.396]}



[6]
{"formula": "C3H3N3O2", "method": "wB97M-V/def2-TZVPD", "homo_ha": -0.3614, "smiles": "[H]/N=c1\\cc(O)onn1", "de_lowest_kj_mol": 541.1, "multiplicity": 1, "lumo_ha": -0.0310, "gap_ha": 0.3305, "charge": 0, "elements": ["H", "N", "C", "C", "C", "O", "O", "N", "N", "H", "H"], "positions_angstrom": [[1.3066, 2.2772, -0.5732], [0.2371, 2.4574, -0.2303], [-0.0791, 1.2133, -0.1596], [0.6796, 0.0530, -0.3258], [0.2242, -0.9274, 0.3510], [0.6970, -2.1975, 0.2042], [-0.8168, -0.7939, 1.1869], [-1.9537, -0.1652, 0.3654], [-1.5148, 0.8866, -0.1139], [1.4432, -0.1758, -1.0927], [-0.2233, -2.6278, 0.3880]], "mulliken_charge": [0.298, -0.577, 0.402, -0.298, 0.355, -0.485, -0.323, -0.102, -0.003, 0.345, 0.388]}



[7]
{"formula": "C2H13N2O2", "method": "wB97M-V/def2-TZVPD", "homo_ha": -0.5053, "de_lowest_kj_mol": 66.8, "multiplicity": 1, "lumo_ha": -0.1097, "gap_ha": 0.3956, "charge": 1, "elements": ["C", "N", "C", "N", "H", "H", "H", "H", "H", "H", "H", "H", "H", "H", "H", "O", "H", "H", "O"], "positions_angstrom": [[-1.3937, -0.6037, -1.5102], [-1.9928, -1.0596, -0.2326], [-0.1048, 0.1920, -1.2598], [0.5604, -0.2005, 0.0139], [-2.1059, -0.0401, -2.1074], [-1.2592, -1.4269, -2.2101], [-2.6352, -0.4220, 0.2115], [-2.3803, -1.9539, -0.5070], [-0.2112, 1.3001, -1.2606], [0.5900, 0.0403, -2.1037], [0.6432, 0.6473, 0.5872], [0.0329, -0.8997, 0.5407], [1.5182, -0.4607, -0.2445], [0.8375, -1.2978, 2.8014], [2.3015, -1.0001, 2.3875], [1.4444, -1.2783, 2.0514], [0.7622, 3.0189, 1.3705], [2.0963, 2.9858, 0.6781], [1.2966, 2.4591, 0.7936]], "mulliken_charge": [-0.528, -0.591, -0.626, -0.290, 0.360, 0.404, 0.200, 0.227, 0.284, 0.333, 0.396, 0.512, 0.359, 0.316, 0.319, -0.651, 0.309, 0.295, -0.629]}



[8]
{"formula": "C21H16Cl2N3O3Pt", "method": "wB97M-V/def2-TZVPD", "homo_ha": [-0.0889, -0.1620], "multiplicity": 3, "lumo_ha": [0.1012, 0.0524], "gap_ha": [0.1901, 0.2144], "charge": -1, "elements": ["Pt", "C", "C", "O", "C", "C", "C", "N", "N", "C", "O", "C", "C", "C", "C", "C", "C", "H", "H", "H", "H", "H", "H", "H", "H", "H", "H", "H", "H", "Cl", "C", "C", "C", "Cl", "C", "C", "C", "C", "N", "C", "C", "O", "H", "H", "H", "H"], "positions_angstrom": [[-0.0482, 1.0841, -0.5605], [0.7781, 4.0350, -3.5091], [0.9910, 3.0182, -2.4065], [-0.0990, 2.4574, -2.0119], [2.2790, 2.8057, -1.9550], [2.7277, 1.9058, -0.9367], [4.1992, 1.8084, -0.6515], [1.8938, 1.1752, -0.2666], [2.3900, 0.2983, 0.7080], [1.4034, -0.3732, 1.2282], [0.1518, -0.2610, 0.9195], [1.7273, -1.3795, 2.2865], [3.0181, -1.4888, 2.7999], [3.3023, -2.4290, 3.7765], [2.3005, -3.2708, 4.2475], [1.0162, -3.1638, 3.7369], [0.7282, -2.2200, 2.7594], [-0.2720, 4.0408, -3.7923], [1.3818, 3.7921, -4.3845], [1.0623, 5.0346, -3.1762], [3.0521, 3.3842, -2.4436], [4.7477, 2.5264, -1.2575], [4.5577, 0.8012, -0.8669], [4.3974, 1.9888, 0.4049], [3.7852, -0.8288, 2.4200], [4.3080, -2.5072, 4.1714], [2.5230, -4.0084, 5.0092], [0.2314, -3.8181, 4.0962], [-0.2677, -2.1243, 2.3493], [-1.3046, -4.2435, -1.4814], [-2.3448, -2.9147, -1.1633], [-3.6492, -3.1236, -0.8556], [-4.4621, -2.0061, -0.6109], [-6.1308, -2.3354, -0.2673], [-4.0022, -0.6600, -0.6000], [-4.8401, 0.4274, -0.3504], [-4.2630, 1.7284, -0.3786], [-2.9299, 1.8617, -0.5687], [-2.0756, 0.8023, -0.7524], [-2.6116, -0.4521, -0.8573], [-1.7598, -1.5553, -1.2799], [-0.6200, -1.4129, -1.7397], [-4.0654, -4.1191, -0.8072], [-5.8927, 0.2806, -0.1693], [-4.8709, 2.6109, -0.2350], [-2.4437, 2.8278, -0.5775]], "mulliken_charge": [0.597, -1.362, 0.877, -0.750, -1.346, 1.656, -1.298, 0.097, -0.710, 0.235, -0.707, 0.446, -0.376, -0.598, -0.356, -0.614, -0.395, 0.319, 0.326, 0.312, 0.230, 0.347, 0.291, 0.302, 0.440, 0.361, 0.361, 0.380, 0.482, -0.199, 0.273, -0.928, 1.025, -0.269, 0.029, -0.925, -0.654, -0.362, -0.432, 0.825, 0.165, -0.703, 0.428, 0.389, 0.389, 0.400]}